# 1
Molecular formula: C2H2ClF2P
Method: DFT, ωB97M-V with the def2-TZVPD basis set

XYZ file:
```
8
Properties=species:S:1:pos:R:3
F -1.463 1.585 -0.153
C -1.291 0.409 0.434
F -2.277 -0.424 0.023
P 0.567 -0.391 -0.294
C 2.174 -0.854 -0.466
Cl 3.379 -0.260 0.535
H -1.119 0.677 1.434
H 0.030 -0.742 -1.513
```

Computed properties:
Highest occupied orbital energy (alpha / beta), eV: -8.69 / -8.69
Frontier orbital gap (alpha / beta), eV: 7.979 / 7.978
SMILES string: FC(F)[PH]#CCl
LUMO level (alpha / beta), eV: -0.7 / -0.7
Spin multiplicity: 1
E_tot, eV: -29347.6444

# 2
Molecular formula: C30H35N7O2SiTi
Method: DFT, ωB97M-V with the def2-TZVPD basis set

XYZ file:
```
76
Properties=species:S:1:pos:R:3
Ti 0.058 0.126 -0.077
C -6.748 -0.364 0.572
C -5.268 -0.614 0.545
C -4.608 -1.175 1.641
C -3.239 -1.351 1.636
C -2.471 -1.007 0.525
N -1.055 -1.234 0.551
C -0.615 -2.558 0.850
C -1.387 -3.665 0.501
C -0.967 -4.949 0.784
C 0.255 -5.188 1.411
C 0.748 -6.582 1.675
C 1.032 -4.089 1.749
C 0.600 -2.792 1.492
N 1.446 -1.720 1.927
C 2.337 -1.735 2.929
C 3.056 -0.556 2.891
C 2.525 0.140 1.817
N 1.541 -0.558 1.236
C -3.128 -0.448 -0.567
C -4.502 -0.242 -0.550
N -2.402 -0.005 -1.723
C -2.832 0.020 -2.989
C -1.970 0.811 -3.727
C -1.023 1.242 -2.814
N -1.277 0.760 -1.586
H -7.248 -1.042 1.261
H -6.953 0.656 0.901
H -7.193 -0.489 -0.414
H -5.178 -1.464 2.514
H -2.744 -1.780 2.498
H -2.335 -3.509 0.005
H -1.596 -5.784 0.503
H -0.079 -7.263 1.870
H 1.294 -6.964 0.811
H 1.418 -6.607 2.533
H 1.999 -4.252 2.207
H 2.402 -2.577 3.596
H 3.843 -0.252 3.558
H 2.784 1.121 1.451
H -4.979 0.242 -1.393
H -3.716 -0.524 -3.275
H -2.028 1.035 -4.777
H -0.157 1.864 -2.979
C 0.042 2.049 3.110
Si -0.609 2.148 1.370
C 0.190 3.562 0.430
C -2.462 2.308 1.355
H -0.394 2.882 3.670
H 1.126 2.144 3.174
H -0.254 1.127 3.614
H -0.229 4.500 0.808
H -0.007 3.547 -0.645
H 1.270 3.620 0.588
H -2.706 3.247 1.864
H -2.954 1.498 1.895
H -2.882 2.358 0.350
O 5.099 5.180 -0.411
C 5.161 4.747 -1.750
N 4.578 3.419 -1.720
C 4.045 2.849 -2.816
O 3.998 3.361 -3.916
C 3.346 1.528 -2.619
C 3.536 0.503 -3.540
C 2.801 -0.663 -3.418
C 1.858 -0.754 -2.411
N 1.648 0.240 -1.539
C 2.400 1.350 -1.629
H 5.658 5.956 -0.303
H 6.191 4.709 -2.114
H 4.564 5.364 -2.423
H 4.721 2.887 -0.878
H 4.246 0.637 -4.347
H 2.935 -1.487 -4.105
H 1.238 -1.637 -2.300
H 2.199 2.145 -0.916
```

Computed properties:
Highest occupied orbital energy, eV: -13.54
Frontier orbital gap, eV: 7.253
LUMO level, eV: -6.3
Total charge: +2
Spin multiplicity: 1
E_tot, eV: -77185.2898

# 3
Molecular formula: C47H74CsGeN6SSi6
Method: DFT, ωB97M-V with the def2-TZVPD basis set

XYZ file:
```
136
Properties=species:S:1:pos:R:3
Cs -0.707 0.550 -0.099
S -6.885 -2.134 -5.475
N -6.767 -0.824 -4.445
C -5.542 -0.932 -3.890
C -4.990 -0.025 -2.929
C -5.707 1.099 -2.469
C -5.133 1.948 -1.563
C -3.831 1.666 -1.111
N -3.144 0.623 -1.514
C -3.693 -0.223 -2.408
C -2.907 -1.364 -2.851
N -1.668 -1.531 -2.333
C -0.966 -2.565 -2.732
C -1.434 -3.517 -3.656
C -2.685 -3.357 -4.183
C -3.464 -2.252 -3.790
C -4.786 -2.038 -4.317
N -5.388 -2.832 -5.218
H -6.704 1.263 -2.858
H -5.656 2.825 -1.200
H -3.334 2.327 -0.402
H 0.022 -2.671 -2.299
H -0.807 -4.358 -3.925
H -3.105 -4.058 -4.894
C 1.888 0.083 -3.740
Si 3.264 -0.104 -2.497
C 3.862 1.563 -1.913
C 4.757 -1.138 -3.062
C 5.669 -1.099 -4.121
C 6.730 -1.987 -4.156
C 6.899 -2.926 -3.138
C 6.003 -2.981 -2.084
C 4.925 -2.092 -2.038
Si 3.424 -1.841 -0.912
C 3.842 -1.446 0.866
C 2.316 -3.332 -0.946
H 2.281 0.534 -4.656
H 1.119 0.752 -3.346
H 1.420 -0.868 -3.995
H 4.258 2.125 -2.766
H 4.663 1.447 -1.180
H 3.046 2.142 -1.476
H 5.560 -0.370 -4.918
H 7.440 -1.955 -4.976
H 7.731 -3.620 -3.179
H 6.137 -3.724 -1.306
H 4.507 -2.211 1.279
H 2.923 -1.451 1.456
H 4.317 -0.471 0.982
H 2.838 -4.160 -0.459
H 2.073 -3.645 -1.962
H 1.396 -3.163 -0.382
C 4.719 2.203 5.023
C 3.637 1.852 4.039
C 2.776 0.786 4.259
C 1.792 0.504 3.320
N 1.621 1.209 2.208
C 2.441 2.239 1.995
C 3.456 2.586 2.873
H 4.848 1.414 5.763
H 4.476 3.126 5.555
H 5.673 2.360 4.519
H 2.871 0.159 5.138
H 1.123 -0.340 3.455
H 2.263 2.793 1.077
H 4.103 3.424 2.637
C -2.575 -3.443 5.347
Si -2.021 -2.204 4.027
C -3.640 -1.614 3.250
C -1.362 -0.749 5.046
Ge -0.448 -2.813 2.325
Si 1.099 -4.043 3.683
C 0.490 -5.365 4.895
C 2.135 -2.871 4.752
C 2.383 -4.937 2.621
Si -1.670 -4.581 1.257
C -2.413 -5.970 2.306
C -3.106 -3.862 0.264
C -0.603 -5.479 -0.020
H -3.391 -2.990 5.924
H -1.769 -3.686 6.042
H -2.935 -4.380 4.922
H -4.291 -1.202 4.028
H -4.171 -2.440 2.773
H -3.470 -0.853 2.488
H -2.114 -0.422 5.775
H -1.106 0.092 4.403
H -0.463 -1.027 5.602
H -0.040 -4.922 5.739
H 1.356 -5.911 5.287
H -0.186 -6.080 4.427
H 1.511 -2.262 5.411
H 2.709 -2.192 4.118
H 2.840 -3.435 5.373
H 1.934 -5.690 1.971
H 3.117 -5.432 3.266
H 2.911 -4.225 1.986
H -3.082 -5.591 3.079
H -1.639 -6.563 2.795
H -2.989 -6.636 1.652
H -3.976 -3.660 0.892
H -3.414 -4.568 -0.515
H -2.825 -2.928 -0.226
H 0.340 -5.842 0.390
H -0.366 -4.815 -0.852
H -1.159 -6.333 -0.424
C -3.271 3.863 4.430
C -3.956 2.795 3.572
C -4.864 3.445 2.521
C -4.753 1.825 4.447
C -2.910 2.039 2.858
N -2.101 1.466 2.283
H -4.036 4.442 4.952
H -2.679 4.539 3.814
H -2.613 3.405 5.168
H -5.658 3.996 3.030
H -5.318 2.691 1.877
H -4.304 4.139 1.895
H -5.508 2.390 4.997
H -4.103 1.315 5.158
H -5.248 1.068 3.841
C -0.483 7.015 -1.211
Si 1.097 6.039 -1.484
C 1.648 6.322 -3.255
C 2.414 6.765 -0.359
C 0.852 4.302 -1.152
C 0.717 3.088 -0.942
H -0.329 8.076 -1.433
H -0.819 6.922 -0.176
H -1.281 6.638 -1.853
H 1.799 7.389 -3.452
H 0.901 5.942 -3.954
H 2.583 5.796 -3.454
H 2.565 7.830 -0.561
H 3.365 6.248 -0.504
H 2.131 6.647 0.689
```

Computed properties:
<S²>: 0.77
Highest occupied orbital energy (alpha / beta), eV: -0.34 / -1.94
Frontier orbital gap (alpha / beta), eV: 3.659 / 5.257
LUMO level (alpha / beta), eV: 3.3 / 3.3
Total charge: -2
Spin multiplicity: 2
E_tot, eV: -174050.7573

# 4
Molecular formula: C45H41BrN4RuSSb2
Method: DFT, ωB97M-V with the def2-TZVPD basis set

XYZ file:
```
95
Properties=species:S:1:pos:R:3
Ru -0.112 0.879 -0.506
C -3.048 3.831 0.492
C -2.572 2.427 0.480
N -1.942 1.922 -0.679
N -2.572 2.157 -1.810
C -2.005 1.631 -2.904
N -2.663 1.844 -4.050
S -0.544 0.727 -2.925
C -2.504 1.559 1.580
C -3.000 1.890 2.862
C -2.838 1.000 3.897
C -2.180 -0.208 3.664
C -1.700 -0.456 2.388
N -1.848 0.378 1.372
H -3.312 4.143 -0.517
H -2.262 4.502 0.859
H -3.919 3.954 1.136
H -3.528 2.359 -4.027
H -2.311 1.492 -4.921
H -3.496 2.835 3.022
H -3.211 1.241 4.883
H -2.028 -0.935 4.449
H -1.153 -1.372 2.180
Br 0.656 3.591 -1.664
C 0.709 4.309 0.095
C 0.752 5.667 0.227
C 0.875 6.231 1.511
C 0.994 5.416 2.596
C 0.965 4.006 2.465
C 1.149 3.188 3.603
C 1.163 1.833 3.474
C 0.929 1.245 2.214
C 0.670 1.982 1.084
C 0.772 3.407 1.189
H 0.710 6.301 -0.647
H 0.901 7.306 1.620
H 1.124 5.835 3.586
H 1.304 3.662 4.564
H 1.342 1.195 4.330
H 0.928 0.163 2.169
C 0.528 -3.614 -1.555
C 1.973 -3.191 -1.831
C 2.188 -1.773 -2.343
Sb 2.249 -0.208 -0.866
C 2.792 -1.134 0.966
C 3.757 -0.496 1.743
C 4.036 -0.940 3.027
C 3.349 -2.022 3.554
C 2.382 -2.659 2.793
C 2.103 -2.216 1.509
C 4.059 0.741 -1.364
C 5.249 0.036 -1.210
C 6.450 0.613 -1.583
C 6.470 1.894 -2.115
C 5.287 2.597 -2.277
C 4.079 2.021 -1.905
Sb -0.921 -2.165 -0.855
C -2.225 -2.074 -2.533
C -3.473 -1.498 -2.324
C -4.374 -1.377 -3.368
C -4.035 -1.830 -4.635
C -2.791 -2.403 -4.851
C -1.889 -2.524 -3.803
C -2.178 -3.497 0.246
C -3.235 -2.986 0.987
C -4.133 -3.834 1.617
C -3.983 -5.208 1.511
C -2.939 -5.727 0.759
C -2.046 -4.876 0.125
H 0.528 -4.408 -0.807
H 0.080 -4.046 -2.452
H 2.377 -3.882 -2.576
H 2.580 -3.354 -0.939
H 1.422 -1.489 -3.071
H 3.154 -1.696 -2.847
H 4.293 0.363 1.356
H 4.787 -0.432 3.617
H 3.567 -2.369 4.555
H 1.841 -3.505 3.197
H 1.330 -2.725 0.945
H 5.250 -0.962 -0.785
H 7.373 0.063 -1.458
H 7.411 2.344 -2.402
H 5.299 3.596 -2.692
H 3.163 2.579 -2.030
H -3.758 -1.138 -1.340
H -5.346 -0.936 -3.192
H -4.741 -1.743 -5.450
H -2.521 -2.763 -5.835
H -0.918 -2.965 -4.000
H -3.383 -1.914 1.068
H -4.953 -3.419 2.188
H -4.681 -5.871 2.003
H -2.824 -6.798 0.657
H -1.257 -5.312 -0.472
```

Computed properties:
<S²>: 8.81
Highest occupied orbital energy (alpha / beta), eV: -8.94 / -10.06
Frontier orbital gap (alpha / beta), eV: 6.805 / 5.761
LUMO level (alpha / beta), eV: -2.1 / -4.3
Total charge: +1
Spin multiplicity: 6
E_tot, eV: -149816.7403

# 5
Molecular formula: C4H9NOS
Method: DFT, ωB97M-V with the def2-TZVPD basis set

XYZ file:
```
16
Properties=species:S:1:pos:R:3
N 2.464 0.683 0.273
C 1.529 -0.058 0.976
O 1.820 -1.057 1.589
C 0.118 0.505 0.985
C -0.397 1.128 -0.301
C -0.746 0.155 -1.418
S -2.206 -0.873 -1.007
H 3.417 0.392 0.440
H 2.329 1.685 0.316
H 0.136 1.285 1.758
H -0.553 -0.264 1.366
H 0.238 1.943 -0.655
H -1.318 1.664 -0.058
H 0.039 -0.586 -1.579
H -0.884 0.671 -2.363
H -3.104 0.083 -1.277
```

Computed properties:
Highest occupied orbital energy, eV: -9.24
Frontier orbital gap, eV: 9.952
SMILES string: NC(=O)CCCS
LUMO level, eV: 0.7
Spin multiplicity: 1
E_tot, eV: -18667.2884

# 6
Molecular formula: C6H14N2
Method: DFT, ωB97M-V with the def2-TZVPD basis set

XYZ file:
```
22
Properties=species:S:1:pos:R:3
C 0.673 0.671 1.156
C 0.644 0.185 -0.053
C -0.649 0.619 1.896
C 1.922 1.127 1.861
C 1.630 -0.243 -1.067
C -2.127 0.090 -1.562
N -1.152 -2.073 -1.570
N -1.488 -0.975 -0.878
H -1.449 0.018 1.406
H -1.099 1.645 2.263
H -0.549 0.052 2.936
H 1.877 2.202 2.380
H 2.845 1.017 1.188
H 2.105 0.292 2.688
H 2.576 -0.526 -0.624
H 1.183 -1.046 -1.682
H 1.800 0.557 -1.670
H -2.235 0.983 -0.850
H -1.766 0.428 -2.596
H -3.198 -0.138 -1.704
H -0.898 -2.031 -2.524
H -0.645 -2.856 -0.995
```

Computed properties:
Highest occupied orbital energy (alpha / beta), eV: -7.41 / -7.37
Frontier orbital gap (alpha / beta), eV: 8.288 / 8.249
LUMO level (alpha / beta), eV: 0.9 / 0.9
Spin multiplicity: 1
E_tot, eV: -9423.3951

- Which of these has the highest spin multiplicity?
  C45H41BrN4RuSSb2

- Which of these has the highest spin multiplicity?
  C45H41BrN4RuSSb2

- What is the formula in the fourth record?
  C45H41BrN4RuSSb2